C3H15N2O2 | wB97M-V/def2-TZVPD

```
22
Properties=species:S:1:pos:R:3
C 0.340 1.549 -0.004
N 1.446 1.654 -0.801
C -0.861 1.219 -1.011
N -1.264 -0.112 -1.198
C -1.983 -0.835 -0.162
H -0.204 2.367 0.605
H 0.463 0.546 0.825
H 2.256 1.846 -0.237
H 1.025 -0.995 -2.026
H -0.518 1.876 -1.814
H -1.755 1.640 -0.544
H -0.819 -0.729 -1.879
H 3.242 0.288 2.787
H -1.355 -1.468 0.490
H -2.846 -1.280 -0.746
H -2.343 -0.041 0.527
H 0.022 -2.194 -0.253
H 1.583 -2.150 -0.974
O 0.783 -1.695 -0.630
H 2.783 0.243 2.206
H -0.277 -0.956 2.809
O 0.280 -0.772 2.029
```

Results
Net charge: +1
Total energy (eV): -10409.6423
Multiplicity: 1
Max |F| (eV Å⁻¹): 4.5
HOMO (Ha): -0.470
Energy above the lowest of the compared OMol25 structures with the same formula, charge and spin (kcal per mole): 331.7
Kohn-Sham gap (hartree): 0.189